{"formula": "C20H23Br3IrN6O3S", "method": "ωB97M-V/def2-TZVPD", "homo_lumo_gap_ev": [7.619, 5.122], "s2": 0.75, "relative_energy_kj_mol": 114.1, "spin_multiplicity": 2, "total_charge": 2, "symbols": ["Ir", "Br", "Br", "Br", "S", "O", "O", "O", "N", "N", "N", "N", "N", "N", "C", "C", "C", "C", "C", "C", "C", "C", "C", "C", "C", "C", "C", "C", "C", "C", "C", "C", "C", "C", "H", "H", "H", "H", "H", "H", "H", "H", "H", "H", "H", "H", "H", "H", "H", "H", "H", "H", "H", "H", "H", "H", "H"], "positions_angstrom": [[-0.034, 0.152, 0.118], [-4.184, -0.661, 0.789], [-0.137, 4.300, 3.017], [-2.497, 0.717, 6.681], [-1.535, 1.156, -1.402], [0.656, -3.044, -2.403], [-0.130, 1.803, 1.229], [0.598, -1.512, -0.800], [-2.075, -1.680, -0.682], [1.743, -0.202, 1.231], [1.340, 0.966, -1.226], [-3.910, 2.147, -1.432], [-2.556, 2.948, 0.323], [-0.943, -0.657, 1.808], [2.920, -0.009, 0.332], [2.639, 1.204, -0.529], [-0.751, 2.568, 3.412], [-1.981, -1.370, 4.281], [-0.643, 1.584, 2.463], [-3.407, 3.957, 0.962], [-1.641, -0.018, 4.043], [-1.321, 2.296, 4.672], [-1.758, 1.038, 4.986], [-1.748, -2.310, 3.315], [-1.482, -2.445, -1.590], [-3.557, -3.372, -2.270], [-2.794, 2.188, -0.719], [-2.179, -3.309, -2.416], [-1.223, -1.915, 2.076], [0.020, -2.357, -1.659], [-1.101, 0.291, 2.784], [-5.191, 2.839, -1.244], [-4.182, -2.586, -1.313], [-3.382, -1.752, -0.545], [-1.041, -2.634, 1.290], [-1.967, -3.354, 3.482], [-1.609, 2.862, 0.680], [2.531, 2.107, 0.072], [3.015, -0.907, -0.274], [1.763, -1.135, 1.639], [1.000, 1.817, -1.671], [1.767, 0.473, 1.994], [-5.250, -2.621, -1.154], [-2.401, -1.652, 5.237], [3.437, 1.357, -1.254], [-2.748, 4.617, 1.520], [-1.639, -3.907, -3.137], [-4.112, 3.501, 1.656], [-4.145, -4.034, -2.890], [-1.401, 3.097, 5.394], [1.477, 0.269, -1.959], [-5.938, 2.280, -1.800], [3.828, 0.125, 0.919], [-5.482, 2.841, -0.199], [-5.160, 3.855, -1.633], [-3.882, 1.492, -2.197], [-3.936, 4.552, 0.227]], "lowdin_spin": [0.656, 0.002, 0.002, 0.004, 0.087, 0.011, 0.053, 0.027, 0.072, 0.008, -0.001, 0.003, 0.005, 0.007, 0.000, -0.001, 0.009, -0.001, 0.000, 0.001, 0.000, -0.002, 0.010, -0.002, 0.006, -0.002, 0.009, 0.003, -0.001, 0.006, 0.008, 0.001, 0.003, 0.006, 0.000, 0.000, 0.001, 0.000, 0.000, 0.003, 0.001, 0.000, 0.001, 0.000, 0.000, 0.000, 0.000, 0.000, 0.000, 0.000, 0.000, 0.000, 0.000, 0.000, 0.000, 0.002, 0.000]}

---

{"formula": "C20H23Cl2IN4O2Rb", "method": "ωB97M-V/def2-TZVPD", "homo_lumo_gap_ev": 9.511, "spin_multiplicity": 1, "total_charge": 1, "symbols": ["I", "Rb", "Cl", "Cl", "O", "O", "N", "N", "N", "N", "C", "C", "C", "C", "C", "C", "C", "C", "C", "C", "C", "C", "C", "C", "C", "C", "C", "C", "C", "C", "H", "H", "H", "H", "H", "H", "H", "H", "H", "H", "H", "H", "H", "H", "H", "H", "H", "H", "H", "H", "H", "H", "H"], "positions_angstrom": [[1.892, 1.276, -0.593], [-1.267, -0.818, -0.989], [-1.872, -1.049, -3.906], [-4.766, -1.636, -3.689], [-3.607, -1.796, 0.060], [-3.170, 1.211, -0.425], [8.846, -1.268, 3.890], [0.337, -1.435, 1.432], [2.220, -0.989, 2.508], [-0.056, 1.528, -2.721], [-4.344, 0.524, 0.009], [-3.458, -1.162, -4.754], [1.635, -1.605, 1.449], [1.082, 2.075, -2.331], [-2.770, 2.240, 0.470], [5.885, -0.878, 2.048], [0.064, -0.678, 2.555], [1.144, 3.623, -4.120], [4.032, -1.252, 4.101], [5.389, -1.292, 4.377], [4.528, -0.818, 1.772], [3.620, -1.023, 2.799], [1.205, -0.407, 3.239], [6.309, -1.119, 3.349], [-4.002, -0.678, 0.858], [7.727, -1.191, 3.647], [-0.058, 3.079, -4.551], [1.738, 3.113, -2.980], [-4.690, -2.692, -0.177], [-0.612, 2.041, -3.828], [1.617, 4.432, -4.660], [-3.169, -0.444, 1.529], [-3.342, -1.905, -5.533], [-3.654, -0.176, -5.156], [4.195, -0.592, 0.768], [-3.552, 2.998, 0.556], [-0.564, 3.445, -5.432], [-4.331, -3.462, -0.854], [2.675, 3.495, -2.602], [-1.545, 1.592, -4.145], [-5.529, -2.172, -0.648], [-5.016, -3.142, 0.762], [-2.545, 1.841, 1.465], [2.223, -2.150, 0.728], [-0.937, -0.379, 2.819], [5.737, -1.468, 5.385], [6.609, -0.718, 1.263], [1.423, 0.153, 4.131], [-4.877, 0.207, -0.889], [3.314, -1.408, 4.894], [-1.866, 2.685, 0.061], [-4.846, -0.960, 1.495], [-5.001, 1.205, 0.560]], "nbo_charge": [0.144, 0.915, -0.071, 0.005, -0.580, -0.571, -0.265, -0.518, -0.377, -0.506, -0.107, -0.375, 0.183, 0.077, -0.256, -0.131, -0.102, -0.136, -0.242, -0.137, -0.255, 0.234, -0.079, -0.161, -0.107, 0.258, -0.251, -0.270, -0.250, 0.048, 0.236, 0.188, 0.238, 0.230, 0.229, 0.187, 0.235, 0.203, 0.242, 0.200, 0.172, 0.185, 0.167, 0.212, 0.208, 0.243, 0.240, 0.235, 0.206, 0.236, 0.202, 0.198, 0.190]}

---

{"formula": "C20H23ClN4O3S2", "method": "ωB97M-V/def2-TZVPD", "homo_lumo_gap_ev": 8.902, "relative_energy_kj_mol": 0.0, "smiles": "O=C(NNC(=S)NC1CCCCC1)c1cccc(S(=O)(=O)Nc2ccccc2Cl)c1", "spin_multiplicity": 1, "symbols": ["Cl", "S", "S", "O", "O", "O", "N", "N", "N", "N", "C", "C", "C", "C", "C", "C", "C", "C", "C", "C", "C", "C", "C", "C", "C", "C", "C", "C", "C", "C", "H", "H", "H", "H", "H", "H", "H", "H", "H", "H", "H", "H", "H", "H", "H", "H", "H", "H", "H", "H", "H", "H", "H"], "positions_angstrom": [[-0.554, -1.556, 3.272], [-0.151, -4.454, 0.391], [0.219, 3.213, 1.892], [-0.592, -4.548, -0.962], [1.149, 0.312, -1.816], [0.172, -5.642, 1.116], [-0.403, 4.375, -0.361], [1.080, 2.575, -0.500], [-1.352, -3.665, 1.293], [1.571, 1.413, 0.091], [0.788, 5.041, -2.444], [-2.460, -0.795, -0.724], [1.781, -0.970, 0.109], [1.477, 0.271, -0.642], [-1.321, -1.265, 1.742], [-1.272, 3.576, -2.551], [-2.220, -2.095, -0.317], [0.278, 3.386, 0.238], [-1.503, 4.027, -3.992], [2.026, -3.295, 1.617], [0.540, 5.476, -3.886], [2.678, -1.026, 1.173], [-1.640, -2.350, 0.923], [1.146, -3.231, 0.554], [-0.544, 4.683, -1.777], [2.826, -2.197, 1.897], [1.041, -2.100, -0.226], [-0.177, 4.374, -4.661], [-1.576, 0.035, 1.347], [-2.141, 0.268, 0.104], [2.068, -4.198, 2.206], [1.491, 5.711, -4.365], [1.465, 4.186, -2.439], [-1.150, -3.768, 2.280], [-2.226, 3.364, -2.065], [-2.444, -2.935, -0.953], [3.535, -2.241, 2.709], [0.370, -2.080, -1.070], [1.499, 1.453, 1.110], [-1.179, 5.575, -1.813], [3.269, -0.159, 1.425], [-2.156, 4.903, -4.000], [-1.318, 0.856, 1.999], [0.883, 2.394, -1.484], [-2.899, -0.613, -1.693], [-0.356, 4.700, -5.687], [1.266, 5.846, -1.882], [-0.071, 6.382, -3.895], [-2.330, 1.284, -0.209], [-2.004, 3.231, -4.546], [-0.693, 2.650, -2.565], [-0.882, 4.976, 0.292], [0.455, 3.484, -4.698]], "nbo_charge": [0.001, 2.317, -0.304, -0.920, -0.627, -0.925, -0.586, -0.452, -0.838, -0.456, -0.412, -0.217, -0.077, 0.634, -0.051, -0.412, -0.160, 0.290, -0.395, -0.164, -0.395, -0.179, 0.069, -0.341, -0.047, -0.210, -0.173, -0.399, -0.234, -0.210, 0.244, 0.216, 0.202, 0.417, 0.215, 0.239, 0.226, 0.263, 0.437, 0.207, 0.226, 0.195, 0.253, 0.428, 0.220, 0.213, 0.219, 0.194, 0.219, 0.216, 0.200, 0.423, 0.200]}

---

{"formula": "C20H23LuN2O4PS2", "method": "ωB97M-V/def2-TZVPD", "homo_lumo_gap_ev": 1.757, "spin_multiplicity": 1, "total_charge": 3, "symbols": ["Lu", "S", "S", "P", "O", "O", "O", "O", "N", "N", "C", "C", "C", "C", "C", "C", "C", "C", "C", "C", "C", "C", "C", "C", "C", "C", "C", "C", "C", "C", "H", "H", "H", "H", "H", "H", "H", "H", "H", "H", "H", "H", "H", "H", "H", "H", "H", "H", "H", "H", "H", "H", "H"], "positions_angstrom": [[0.175, -6.931, 0.528], [1.169, 0.661, 1.704], [3.455, 2.525, 1.119], [-0.899, -3.561, 1.406], [-1.748, -1.269, -1.369], [-0.405, -5.205, 1.166], [-1.105, -2.080, -3.466], [-0.139, -3.046, 2.739], [0.950, 3.119, 0.379], [-2.426, -3.411, 1.501], [1.592, 1.987, -1.760], [0.882, 2.989, -0.983], [0.619, 2.835, -3.848], [2.221, -1.453, 0.062], [2.333, -0.724, 1.452], [0.052, 3.926, -1.745], [1.451, 1.906, -3.121], [-1.711, 3.288, 2.945], [1.888, 2.159, 1.026], [-2.786, 2.609, 2.272], [-2.654, 2.132, 0.944], [-0.174, -2.625, -0.055], [-1.427, 2.309, 0.316], [-0.072, 3.837, -3.113], [-0.323, 2.954, 0.983], [-0.767, -3.357, -1.343], [-0.498, 3.465, 2.325], [-1.194, -2.193, -2.289], [-0.796, -1.223, -0.310], [1.398, -2.774, 0.078], [-0.507, 4.742, -1.263], [-1.305, -0.824, 0.595], [2.262, 1.262, -1.291], [0.105, -5.502, 2.002], [-0.126, -0.387, -0.578], [1.732, -3.352, -0.808], [3.383, -0.460, 1.668], [-2.754, -2.801, 0.752], [2.063, -1.481, 2.217], [1.899, -0.786, -0.753], [0.329, 3.975, 2.839], [-0.604, -2.240, 3.024], [-0.051, -4.081, -1.760], [-1.351, 1.926, -0.712], [-0.692, 4.533, -3.689], [3.260, -1.747, -0.191], [-1.907, 3.624, 3.969], [0.555, 2.739, -4.939], [-3.755, 2.433, 2.760], [-1.763, -3.757, -1.061], [1.977, 1.123, -3.679], [-3.463, 1.625, 0.409], [1.650, -3.414, 0.946]], "nbo_charge": [1.028, 0.332, 0.393, 2.197, -0.531, -1.147, -0.461, -0.973, -0.285, -1.261, -0.197, 0.228, 0.059, -0.422, -0.548, -0.041, -0.174, -0.199, -0.270, 0.004, -0.231, -0.418, -0.147, -0.253, 0.153, -0.537, -0.110, 0.797, -0.097, -0.408, 0.267, 0.208, 0.257, 0.496, 0.194, 0.240, 0.283, 0.397, 0.267, 0.203, 0.267, 0.540, 0.249, 0.253, 0.285, 0.257, 0.279, 0.276, 0.268, 0.267, 0.272, 0.276, 0.218]}

---

{"formula": "C20H23N2Os", "method": "ωB97M-V/def2-TZVPD", "homo_lumo_gap_ev": [6.005, 4.529], "s2": 6.04, "spin_multiplicity": 5, "total_charge": 1, "symbols": ["Os", "N", "N", "C", "C", "C", "C", "C", "C", "C", "C", "C", "C", "C", "C", "C", "C", "C", "C", "C", "C", "C", "C", "H", "H", "H", "H", "H", "H", "H", "H", "H", "H", "H", "H", "H", "H", "H", "H", "H", "H", "H", "H", "H", "H", "H"], "positions_angstrom": [[0.019, -0.478, 0.254], [2.263, -0.196, 6.903], [-0.270, 0.508, 2.968], [-0.405, -2.230, 1.240], [2.122, 0.505, -1.069], [-1.040, -1.890, -0.947], [-1.915, 0.947, 4.640], [0.273, 0.200, 5.269], [2.012, 1.507, -0.085], [0.107, 0.087, -3.494], [-0.081, -2.516, -0.115], [0.579, 0.094, 3.910], [-2.136, 0.901, -2.556], [-0.685, 1.078, -2.753], [1.907, 0.874, 1.186], [2.048, -0.772, -0.440], [1.351, -0.031, 6.187], [-1.973, -1.226, -0.116], [-0.159, 2.423, -2.451], [-1.470, 0.985, 3.315], [-1.572, -1.424, 1.220], [1.969, -0.546, 0.995], [-1.028, 0.566, 5.641], [-2.136, -1.125, 2.085], [1.536, -0.357, 3.616], [0.098, -0.913, -3.026], [0.900, 2.442, -2.163], [-0.282, -0.051, -4.515], [-2.692, 1.530, -3.270], [2.125, -1.296, 1.750], [2.050, 2.582, -0.256], [2.268, -1.710, -0.929], [-2.466, -0.136, -2.685], [0.745, -3.112, -0.473], [1.161, 0.381, -3.559], [1.903, 1.372, 2.147], [-0.741, 2.883, -1.635], [-1.303, 0.579, 6.697], [-2.847, -0.672, -0.443], [-2.444, 1.241, -1.551], [0.170, -2.511, 2.117], [-1.087, -1.929, -2.033], [2.328, 0.663, -2.126], [-2.123, 1.380, 2.528], [-0.254, 3.077, -3.334], [-2.943, 1.214, 4.850]], "lowdin_spin": [0.577, 0.296, 0.151, 0.008, 0.061, 0.006, 0.187, 0.411, 0.069, 0.088, -0.006, 0.285, 0.083, 0.541, 0.123, 0.034, 0.075, 0.011, 0.084, 0.476, 0.072, 0.002, 0.156, 0.015, 0.008, 0.020, 0.007, 0.028, 0.030, -0.001, 0.003, 0.002, 0.001, 0.000, 0.000, 0.006, 0.006, 0.004, 0.002, 0.015, 0.002, 0.001, 0.001, 0.021, 0.032, 0.004]}

---

{"formula": "C20H23N3O2", "method": "ωB97M-V/def2-TZVPD", "homo_lumo_gap_ev": 9.146, "relative_energy_kj_mol": 53.7, "smiles": "CC(=O)NCCc1nc2ccccc2n1CCOc1cccc(C)c1", "spin_multiplicity": 1, "symbols": ["O", "O", "N", "N", "N", "C", "C", "C", "C", "C", "C", "C", "C", "C", "C", "C", "C", "C", "C", "C", "C", "C", "C", "C", "C", "H", "H", "H", "H", "H", "H", "H", "H", "H", "H", "H", "H", "H", "H", "H", "H", "H", "H", "H", "H", "H", "H", "H"], "positions_angstrom": [[2.483, -0.824, -1.742], [-1.015, -0.098, 2.711], [1.713, 0.679, -3.241], [-0.421, -0.936, -0.835], [-0.896, -0.885, -3.015], [-0.248, 3.823, 3.806], [-0.962, 2.278, 2.104], [-0.775, 1.221, 2.985], [2.451, -1.458, -4.063], [-0.637, -2.239, -1.214], [-1.205, -3.357, -3.299], [-0.696, 3.572, 2.526], [-0.326, 1.482, 4.279], [-0.593, -0.179, -1.961], [-0.083, -0.509, 0.490], [-1.327, -0.494, 1.400], [-1.158, -4.547, -2.603], [2.218, -0.537, -2.890], [-0.350, 1.288, -2.037], [-0.061, 2.772, 4.701], [-0.854, -4.587, -1.241], [-0.590, -3.439, -0.523], [0.419, 3.045, 6.093], [-0.939, -2.189, -2.593], [1.159, 1.550, -2.234], [-2.111, 0.138, 0.961], [-1.324, 2.121, 1.101], [-0.823, -5.543, -0.740], [1.325, 2.591, -2.519], [2.949, -0.933, -4.874], [-0.844, 4.390, 1.836], [1.706, 1.337, -1.312], [-0.194, 0.644, 4.945], [-0.043, 4.835, 4.120], [-1.436, -3.323, -4.352], [1.383, 3.551, 6.068], [0.661, -1.195, 0.905], [-0.284, 3.695, 6.614], [3.053, -2.305, -3.745], [0.365, 0.486, 0.456], [1.327, 0.770, -4.169], [-0.899, 1.662, -2.903], [-0.702, 1.807, -1.146], [-1.724, -1.508, 1.495], [1.487, -1.822, -4.414], [-1.358, -5.473, -3.121], [-0.347, -3.480, 0.528], [0.524, 2.123, 6.658]], "nbo_charge": [-0.634, -0.493, -0.625, -0.361, -0.510, -0.252, -0.327, 0.303, -0.716, 0.092, -0.230, -0.166, -0.222, 0.416, -0.236, -0.067, -0.228, 0.694, -0.466, 0.000, -0.215, -0.234, -0.628, 0.157, -0.217, 0.175, 0.207, 0.213, 0.204, 0.222, 0.211, 0.230, 0.213, 0.210, 0.220, 0.221, 0.226, 0.221, 0.240, 0.221, 0.394, 0.238, 0.218, 0.202, 0.243, 0.212, 0.214, 0.215]}

---

Number 1: E_tot -259986.3558 eV. Number 2: E_tot -64964.1232 eV. Number 3: E_tot -67409.7736 eV. Number 4: E_tot -96828.9604 eV. Number 5: E_tot -26545.0195 eV. Number 6: E_tot -29679.9216 eV.